Density functional theory data (the ωB97M-V functional and the def2-TZVPD basis) for C43H56BFN9O4SSn as an isolated structure.

Summary:
* molecular weight: 943.57 u
* net charge: +1
* lowest unoccupied orbital energy: -3.2 eV
* frontier orbital gap: 6.02 eV
* relative energy (zero: lowest compared OMol25 entry of this formula, charge and spin): 0.0000 eV

Each line ends with the Mulliken charge.
CARTESIAN COORDINATES (ANGSTROEM)
Sn  22.442  14.888  8.488  1.6661
C  21.363  12.288  12.586  -1.7174
C  22.496  12.871  11.730  2.7050
C  23.872  12.342  12.119  -1.5764
C  22.505  14.349  11.901  -0.6006
C  22.570  15.063  13.122  -0.8853
C  22.440  16.388  12.734  -0.8774
N  22.258  16.481  11.419  0.3536
N  22.287  15.204  10.899  1.1989
B  21.882  17.765  10.644  -1.1303
N  20.604  17.609  9.847  -0.0151
C  19.528  18.394  9.814  -0.5052
C  18.688  17.951  8.830  -0.9631
C  19.365  16.863  8.255  -0.6740
N  20.506  16.681  8.903  1.1181
C  18.977  15.966  7.132  2.5866
C  17.460  15.959  6.920  -2.0033
C  19.754  16.330  5.882  -1.4510
N  22.976  18.289  9.689  0.8672
C  23.535  19.504  9.810  -0.5975
C  24.273  19.769  8.683  -1.3450
C  24.142  18.642  7.864  -0.3446
N  23.380  17.744  8.511  0.2550
C  24.732  18.384  6.530  1.3976
C  25.852  19.353  6.179  -1.7433
C  25.097  16.903  6.316  -0.8579
H  21.170  11.235  12.371  0.3942
H  20.466  12.869  12.395  0.3669
H  21.555  12.407  13.676  0.3400
H  22.295  12.559  10.696  -1.5468
H  24.115  12.699  13.120  0.3406
H  24.637  12.780  11.470  0.1214
H  23.919  11.266  12.072  0.5423
H  22.802  14.678  14.121  0.4730
H  22.507  17.253  13.310  0.6384
H  21.708  18.629  11.461  -0.1870
H  19.365  19.230  10.485  0.4613
H  17.705  18.373  8.592  0.4426
H  19.317  14.980  7.396  -0.8845
H  17.120  16.950  6.557  0.3652
H  16.947  15.788  7.872  0.4217
H  17.144  15.214  6.193  0.3921
H  19.412  17.300  5.438  0.3475
H  19.678  15.531  5.148  0.4078
H  20.784  16.461  6.118  0.1384
H  23.352  20.153  10.681  0.4760
H  24.810  20.686  8.433  0.4087
H  23.980  18.608  5.777  0.1220
H  26.736  19.290  6.840  0.2725
H  25.508  20.363  6.219  0.4690
H  26.197  19.217  5.150  0.4051
H  25.900  16.558  6.960  -0.0345
H  25.400  16.771  5.256  0.5156
H  24.201  16.324  6.504  -0.0208
F  15.513  13.967  9.433  -0.4416
C  16.418  13.057  9.011  0.0835
C  17.760  13.302  9.173  -0.5329
C  18.679  12.275  8.842  1.4033
C  20.110  12.541  8.912  0.5943
O  20.469  13.645  9.339  -0.5078
C  20.978  11.471  8.533  0.1059
C  20.437  10.288  8.176  -0.7219
N  19.098  10.017  8.099  0.3217
C  18.670  8.675  7.750  -0.2426
C  18.141  8.486  6.317  -0.5111
C  19.463  7.962  6.704  -1.0205
C  18.189  11.043  8.370  0.2305
C  16.834  10.843  8.159  -0.9237
C  15.935  11.860  8.470  -1.4484
N  14.544  11.650  8.317  0.4437
C  13.772  11.183  9.473  -0.4545
C  12.488  10.548  8.981  -0.8685
N  11.679  11.553  8.216  -0.1276
C  12.494  12.076  7.064  -0.9196
C  13.802  12.694  7.598  -0.5652
C  22.469  11.553  8.430  -0.0700
O  23.107  10.539  8.634  -0.7542
O  22.911  12.699  8.117  -0.7426
H  18.131  14.264  9.501  0.7439
H  21.123  9.489  7.974  0.9759
H  18.271  8.102  8.584  0.4361
H  18.083  9.398  5.720  0.2353
H  17.334  7.799  6.151  0.3278
H  20.315  8.438  6.280  0.3590
H  19.564  6.866  6.826  0.2573
H  16.406  9.927  7.790  0.6008
H  13.514  12.025  10.180  0.2814
H  14.421  10.495  10.024  0.4924
H  11.903  10.209  9.838  0.4251
H  12.670  9.708  8.327  0.3603
H  11.390  12.330  8.774  0.3817
H  10.822  11.106  7.869  0.3454
H  11.921  12.840  6.544  0.4331
H  12.719  11.188  6.469  0.3755
H  13.567  13.550  8.256  0.4005
H  14.418  12.992  6.797  0.4815
C  30.845  15.980  7.629  -1.5050
C  29.504  15.973  8.292  1.0478
C  28.772  14.798  8.436  -0.8004
C  27.479  14.822  8.929  -0.2130
C  26.885  16.033  9.311  -0.6237
C  27.631  17.192  9.209  -0.4083
C  28.913  17.176  8.678  -0.8135
S  25.274  16.046  10.034  1.1955
C  25.801  15.410  11.625  -0.9564
O  24.594  14.905  9.309  -0.7385
H  31.599  15.327  8.109  0.3477
H  31.280  16.982  7.595  0.3590
H  30.733  15.635  6.583  0.3025
H  29.258  13.877  8.163  0.4304
H  26.958  13.872  9.024  0.3644
H  27.185  18.139  9.480  0.4134
H  29.437  18.112  8.562  0.3238
H  26.473  14.588  11.374  0.4282
H  24.955  15.119  12.198  0.1885
H  26.379  16.203  12.130  0.3651

Density functional theory data (the ωB97M-V functional and the def2-TZVPD basis) for C43H56FeN4O11P3Se as an isolated structure.

Summary:
* molecular weight: 1032.67 u
* spin multiplicity: 6
* net charge: -2
* lowest unoccupied orbital energy (alpha / beta): 3.7 / 3.7 eV
* frontier orbital gap (alpha / beta): 3.53 / 5.31 eV

Each line ends with the Mulliken charge.
CARTESIAN COORDINATES (ANGSTROEM)
Fe  0.114  -0.122  -0.119  2.4902
C  0.366  -0.305  5.594  -0.9217
C  -0.877  -0.909  5.538  -0.9597
C  -1.626  -0.813  4.385  -1.2245
C  -1.212  -0.094  3.238  0.6860
C  0.128  0.394  3.279  -0.0545
C  0.861  0.309  4.455  -1.0754
C  -2.231  0.103  2.201  0.0540
C  -3.566  0.157  2.661  -0.4960
C  -4.618  0.291  1.799  -2.0183
C  -4.360  0.441  0.405  2.0619
C  -5.385  0.616  -0.530  -0.9955
C  -5.101  0.863  -1.862  -0.8404
C  -3.772  0.964  -2.260  -0.7824
C  -2.743  0.767  -1.362  1.0341
C  -2.995  0.473  -0.005  -0.8874
N  -1.958  0.261  0.867  1.8465
H  0.967  -0.340  6.493  0.4022
H  -1.267  -1.457  6.388  0.3580
H  -2.571  -1.334  4.344  0.5699
H  1.857  0.722  4.474  0.4053
H  -3.756  0.144  3.724  0.6494
H  -5.638  0.329  2.166  0.2777
H  -6.413  0.566  -0.186  0.3150
H  -5.903  0.991  -2.579  0.3613
H  -3.541  1.199  -3.293  0.4895
H  -1.722  0.904  -1.684  -1.3705
O  3.327  2.119  -1.570  -0.4860
P  3.190  1.119  -0.357  0.5264
O  4.514  0.775  0.235  -0.9615
O  2.273  -0.035  -0.624  -0.3866
O  2.433  2.105  0.759  -0.2201
P  2.185  1.688  2.248  0.2971
O  3.204  0.511  2.565  -0.5519
O  2.247  2.773  3.224  -0.7974
O  0.733  0.926  2.136  1.7890
H  2.562  2.744  -1.508  0.2740
H  3.873  0.446  1.809  0.4666
C  -1.749  5.960  0.908  -2.0468
C  -1.679  4.451  1.156  2.1541
C  -2.941  3.777  0.618  -1.9170
C  -1.586  4.194  2.660  -1.5380
O  -0.468  3.919  0.567  -0.0602
P  -0.317  3.405  -0.959  -0.4348
O  -1.358  3.990  -1.840  -1.0504
O  -0.097  1.917  -0.982  0.8330
O  1.154  4.011  -1.369  0.1959
C  1.414  5.157  -2.194  1.6884
C  1.034  4.835  -3.641  -1.6187
C  2.915  5.417  -2.068  -1.9662
C  0.634  6.372  -1.695  -1.5285
H  -2.610  6.379  1.433  0.4851
H  -1.854  6.157  -0.157  0.3310
H  -0.841  6.437  1.281  0.3090
H  -3.804  4.078  1.215  0.5358
H  -2.818  2.697  0.680  0.4442
H  -3.105  4.030  -0.426  0.3751
H  -2.323  4.800  3.190  0.4356
H  -0.586  4.432  3.012  0.3811
H  -1.774  3.141  2.870  0.0871
H  1.614  3.979  -3.994  0.3095
H  1.219  5.694  -4.290  0.5039
H  -0.023  4.575  -3.663  0.2311
H  3.481  4.564  -2.439  0.4358
H  3.170  5.559  -1.017  0.4255
H  3.191  6.310  -2.632  0.3953
H  -0.428  6.173  -1.819  0.2096
H  0.911  7.266  -2.257  0.5297
H  0.845  6.524  -0.636  0.2630
C  -2.764  -2.012  -4.085  -1.2060
C  -2.065  -2.892  -3.081  0.4670
C  -2.126  -4.285  -3.208  -1.0192
C  -1.466  -5.078  -2.283  0.0896
C  -1.517  -6.584  -2.390  -1.6937
C  -0.750  -4.504  -1.242  -0.4623
C  -0.656  -3.095  -1.067  -0.1822
C  -1.361  -2.333  -2.042  0.6990
N  0.009  -2.423  -0.104  0.5055
C  0.824  -3.118  0.886  1.9000
C  -0.019  -4.017  1.816  -1.6681
C  1.993  -3.889  0.241  -1.7924
C  1.449  -2.056  1.790  -2.5835
H  -3.113  -2.596  -4.939  0.3615
H  -2.084  -1.233  -4.439  0.0076
H  -3.623  -1.518  -3.627  0.2833
H  -2.684  -4.738  -4.022  0.1813
H  -2.149  -6.895  -3.223  0.3636
H  -1.919  -7.023  -1.473  0.3328
H  -0.518  -7.000  -2.546  0.3067
H  -0.261  -5.185  -0.561  0.6064
H  -1.330  -1.257  -1.929  -0.2398
H  -0.454  -4.874  1.305  0.3710
H  -0.834  -3.421  2.231  0.2234
H  0.597  -4.385  2.642  0.4745
H  1.656  -4.644  -0.466  0.3648
H  2.597  -4.373  1.013  0.4308
H  2.615  -3.173  -0.300  0.3383
H  0.658  -1.530  2.320  0.1057
H  2.023  -1.347  1.191  0.2420
H  2.115  -2.507  2.528  0.6002
C  -1.036  1.813  -5.441  -1.0543
N  -0.169  0.760  -5.910  0.6549
C  0.596  -0.023  -5.082  -0.4796
Se  0.905  0.152  -3.301  -0.4208
N  1.224  -0.923  -5.905  0.1379
C  0.911  -0.695  -7.223  0.2886
C  1.320  -1.297  -8.400  -0.8690
C  0.808  -0.782  -9.591  -0.4127
C  -0.081  0.282  -9.594  -0.7018
C  -0.501  0.884  -8.408  -0.5678
C  0.013  0.383  -7.224  0.6993
H  -0.875  1.936  -4.370  0.0129
H  -2.083  1.556  -5.618  0.4094
H  -0.807  2.751  -5.950  0.4035
H  1.851  -1.614  -5.530  0.2130
H  2.010  -2.130  -8.399  0.3980
H  1.121  -1.221  -10.530  0.3693
H  -0.455  0.661  -10.537  0.3703
H  -1.190  1.717  -8.415  0.4187